(1)
This record from the OMol25 dataset describes C8H21KNO8P as an isolated structure in a non-equilibrium geometry. The level of theory is the ωB97M-V functional and the def2-TZVPD basis.

The calculation puts the LUMO energy at 3.394 eV. Its spin multiplicity is 1. The calculation puts the energy above the lowest of the compared OMol25 structures with the same formula, charge and spin at 0.0 kJ/mol. The total charge is -2. As for the HOMO energy: 1.60 eV.

XYZ file:
```
40
Properties=species:S:1:pos:R:3:forces:R:3
K -1.521955 2.294519 -1.947924 0.3 0.2 -0.6
P 0.599725 3.620019 -6.113370 -0.1 -1.4 1.2
O 1.776423 3.608842 -5.048087 -1.0 -0.2 -0.1
O 1.117939 4.214504 -7.405014 -0.1 0.6 -0.8
O -0.670397 4.356941 -5.554915 0.9 -0.6 -0.1
O 0.292315 2.075594 -6.392998 0.1 1.2 0.6
C 4.140433 0.042668 -2.390349 -0.1 -2.6 -0.7
C 3.138903 -1.066359 -2.825924 -0.4 1.1 -1.1
O 1.901325 -0.460283 -3.218292 -0.5 -0.7 1.4
O 4.479496 0.746898 -3.538356 -0.1 0.9 0.1
H 5.037374 -0.515787 -2.122527 0.2 0.3 0.7
H 3.734766 0.675069 -1.600664 0.1 -0.1 0.2
H 2.999994 -1.883988 -2.118612 -0.6 0.4 0.6
H 3.506937 -1.594959 -3.705259 0.7 0.2 -0.1
H 1.894293 -0.012801 -4.067593 0.5 0.0 -0.3
H 3.718641 1.324103 -3.636031 -0.1 0.8 -0.9
C -4.994632 0.815589 0.329820 1.6 -1.0 -0.2
O -3.682104 0.159805 0.408316 -0.5 0.5 0.3
C -3.653909 -0.965284 1.295095 0.8 1.1 0.0
C -2.212374 -1.475545 1.629705 -0.8 1.9 0.0
N -1.433550 -0.571244 2.533725 1.8 -1.5 -0.6
C -0.004482 -1.104084 2.637349 0.2 2.1 0.8
C 0.857680 -0.198084 3.609763 -1.2 -0.6 -0.8
O 0.492743 -0.439375 4.974658 1.0 0.0 0.1
C 1.196656 -1.550933 5.529464 -1.0 -0.2 0.3
H -4.905070 1.482931 -0.527342 -0.2 -0.1 0.1
H -5.242150 1.397237 1.217808 0.2 -0.1 0.2
H -5.746037 0.043533 0.164237 -0.3 0.1 -0.1
H -4.241858 -1.743004 0.807700 0.0 -0.4 0.3
H -4.096931 -0.629078 2.232540 -0.4 -0.3 0.3
H -1.641687 -1.443798 0.701582 0.0 -0.5 -0.1
H -2.364023 -2.491515 1.994267 0.4 -0.3 0.1
H -1.757750 -0.441252 3.481407 -0.6 -0.3 0.0
H 0.466735 -1.014929 1.658516 -0.2 -0.2 -0.2
H 0.131803 -2.119023 3.010737 -0.5 -0.4 -0.2
H 0.679805 0.837502 3.319907 -0.4 0.1 0.5
H 1.935949 -0.314153 3.500437 0.1 -0.5 -0.2
H 2.256481 -1.640506 5.291054 0.0 0.4 -0.4
H 0.687142 -2.478383 5.268081 0.1 -0.3 -0.4
H 1.125353 -1.541389 6.617089 -0.1 0.5 0.1
```
Forces are in eV/Å.



(2)
This record from the OMol25 dataset describes C8H21MnN6O3S as an isolated structure in a non-equilibrium geometry. The level of theory is the ωB97M-V functional and the def2-TZVPD basis.

The calculation puts the LUMO energy (spin up / spin down) at -2.530 / -2.838 eV. Its spin multiplicity is 6. The calculation puts the energy above the lowest of the compared OMol25 structures with the same formula, charge and spin at 235.4 kJ/mol. Its expectation value of S² is 8.79. The total charge is +1. As for the HOMO energy (spin up / spin down): -10.37 / -11.94 eV.

XYZ file:
```
40
Properties=species:S:1:pos:R:3:forces:R:3
Mn -0.389947 0.481399 0.041103 2.8 0.0 -1.5
C -2.156662 -1.095802 0.092671 -1.5 -1.7 -0.3
C -0.972883 -1.995177 0.518404 -0.7 -1.4 0.1
N 0.306847 -1.363020 0.800374 0.5 -0.9 -0.1
C 0.826751 -1.434219 2.164613 0.1 0.2 0.3
C 1.209641 -0.019568 2.668990 -0.1 -0.2 0.0
N 0.541562 1.019645 1.881900 0.5 0.5 0.8
C -0.796820 1.383826 2.345885 -0.5 0.7 1.4
C -1.881751 0.322879 2.121748 -0.4 0.3 1.5
N -2.261339 0.195618 0.733806 -0.9 -0.2 0.1
H -3.058980 -1.705190 0.296722 0.3 0.0 -0.1
H -2.140114 -0.946726 -0.996683 0.0 0.0 0.3
H -0.852378 -2.707778 -0.306302 -0.1 0.1 0.2
H -1.288155 -2.592321 1.385525 0.1 0.2 -0.1
H 1.005750 -1.705990 0.148826 -0.2 0.1 0.1
H 1.711073 -2.077476 2.202525 -0.2 0.0 0.0
H 0.080528 -1.883706 2.823807 0.1 0.0 -0.1
H 2.284410 0.114146 2.548486 0.0 0.1 0.1
H 0.963393 0.075470 3.734237 0.2 0.0 -0.1
H 1.107647 1.866143 1.913949 -0.2 -0.2 -0.2
H -1.105294 2.306526 1.837021 0.1 -0.3 0.1
H -0.780708 1.602129 3.428169 0.0 -0.1 -0.2
H -2.745505 0.647605 2.718700 0.2 -0.1 -0.1
H -1.577760 -0.638771 2.539399 -0.1 0.0 0.0
H -3.149321 0.647726 0.535126 0.4 0.1 -0.1
C 1.597968 -0.349987 -4.930455 0.3 0.0 -0.4
O 0.601211 -0.550581 -3.933983 -0.2 0.1 0.4
C 0.799113 -0.229857 -2.671071 0.1 0.0 0.4
O -0.055202 -0.514984 -1.839060 -0.2 -0.4 -0.6
N 1.974428 0.351256 -2.290658 0.1 0.4 -0.3
N 2.033898 0.810205 -0.956432 0.6 0.0 -0.1
H 1.162761 -0.757956 -5.841571 0.1 0.1 0.1
H 2.513921 -0.894261 -4.687939 -0.1 0.0 0.0
H 1.816151 0.710778 -5.081633 -0.1 0.0 0.0
H 2.529830 0.845161 -2.983165 -0.1 -0.2 0.2
H 1.929601 1.827906 -0.915590 -0.2 -0.4 -0.1
H 2.925300 0.538626 -0.545881 -0.1 0.0 -0.3
O -2.572828 2.916231 0.188030 -0.5 0.1 -1.1
S -1.786821 2.604596 -1.035644 2.1 0.3 2.1
N -0.349315 2.195502 -0.653950 -2.1 2.6 -2.4
```
Forces are in eV/Å.



(3)
This record from the OMol25 dataset describes one molecule with the formula C8H21NSi in a non-equilibrium geometry. The level of theory is the ωB97M-V functional and the def2-TZVPD basis.

Its SMILES is CC(C)C(C(C)C)[Si@H](C)N. The calculation puts the LUMO energy at 0.992 eV. Its spin multiplicity is 1. The calculation puts the energy above the lowest of the compared OMol25 structures with the same formula, charge and spin at 150.7 kJ/mol. As for the HOMO energy: -9.13 eV.

XYZ file:
```
31
Properties=species:S:1:pos:R:3:forces:R:3
C -0.707995 2.369348 1.255699 -0.2 -0.3 0.6
C -1.094220 1.715025 -1.194024 -3.4 -0.4 1.6
C -2.125778 -1.456654 0.203425 0.4 -0.9 -0.7
C 0.137227 -2.605962 0.210935 0.1 1.2 0.1
C 2.099185 -0.035945 -1.748279 0.9 2.0 -2.4
C -1.197490 1.241055 0.248051 2.7 0.5 0.8
C -0.631123 -1.284928 -0.131811 -2.0 0.1 -1.6
C -0.203843 0.078593 0.494503 1.8 -0.1 -2.6
N 2.616901 -0.537902 1.088591 -2.2 0.0 -1.1
Si 1.741514 0.545506 0.032355 -1.5 -0.8 1.1
H 0.228356 2.944355 0.992087 -1.2 -0.7 0.0
H -0.594298 1.998681 2.307087 0.5 -0.4 -0.9
H -1.522328 3.034459 1.486947 -0.4 0.9 -0.7
H -0.122120 1.620504 -1.419808 3.7 0.6 -1.2
H -1.586706 1.106813 -1.917038 -0.7 -0.9 -0.4
H -1.539858 2.673887 -1.295130 0.1 1.1 -0.3
H -2.363681 -0.911822 1.048876 -0.7 1.0 1.8
H -2.803964 -1.196606 -0.565867 -0.5 1.0 -1.0
H -2.493269 -2.434200 0.389735 0.4 -1.5 0.4
H 0.041511 -2.857844 1.329535 0.0 0.1 -1.8
H 1.155954 -2.342634 -0.024266 0.8 -0.4 0.3
H -0.072161 -3.446612 -0.498114 -0.4 0.6 1.0
H 3.183750 -0.364019 -1.882269 -1.5 0.0 0.4
H 1.372385 -0.786179 -2.042687 0.2 -0.7 0.4
H 1.936099 0.676997 -2.685870 0.4 -0.7 2.2
H -2.131961 0.871021 0.593878 -1.1 0.3 -0.1
H -0.714499 -1.085664 -1.262331 0.9 -0.7 1.3
H -0.260459 0.007208 1.522399 0.4 -0.7 2.5
H 2.091923 -1.280785 1.554944 1.0 0.6 0.0
H 3.494849 -0.245309 1.386729 1.5 -0.1 1.1
H 2.066091 1.989615 0.521715 0.0 -1.1 -0.9
```
Forces are in eV/Å.



(4)
This record from the OMol25 dataset describes one molecule with the formula C8H22BNO3Si. The level of theory is the ωB97M-V functional and the def2-TZVPD basis.

Its SMILES is CCOCC[Si@@H](C[C@H](O)CN)B(C)O. The calculation puts the LUMO energy at 0.444 eV. Its spin multiplicity is 1. As for the HOMO energy: -8.98 eV.

XYZ file:
```
36
Properties=species:S:1:pos:R:3:forces:R:3
C 1.376939 -3.349046 0.081828 0.0 -0.1 -0.1
C -0.116304 -3.514835 -0.161686 0.0 -0.1 -0.1
O -0.476087 -2.907597 -1.393287 0.3 0.3 0.0
C -1.685100 -2.178840 -1.445560 0.0 -0.2 -0.1
C -1.423686 -0.744930 -1.888099 0.0 0.0 0.1
Si -0.709028 0.311990 -0.489993 -0.1 -0.2 -0.2
C 0.750377 1.384295 -1.004097 0.0 -0.2 0.4
C 1.256947 2.213670 0.185219 -0.1 0.1 -0.2
O 0.888424 3.566918 -0.074571 -0.1 -0.1 -0.2
C 2.758289 2.066120 0.418559 0.1 -0.1 0.2
N 3.113179 0.905685 1.248132 0.0 0.1 -0.2
B -2.200029 1.372279 0.392167 0.1 0.1 0.3
C -2.221885 1.609940 1.945675 -0.2 0.1 -0.3
O -3.205967 1.932577 -0.376971 -0.1 0.0 0.4
H 1.583695 -2.551064 0.790132 0.1 0.1 0.0
H 1.823711 -4.266025 0.459230 0.0 -0.1 0.1
H 1.857176 -3.117016 -0.865975 0.1 0.0 0.0
H -0.371676 -4.575360 -0.212993 -0.1 -0.1 0.1
H -0.684642 -3.058429 0.649789 -0.1 -0.1 0.1
H -2.341605 -2.674531 -2.164685 -0.1 -0.1 0.0
H -2.181593 -2.199421 -0.470261 -0.1 0.0 0.1
H -0.780570 -0.782727 -2.766965 0.1 0.1 0.0
H -2.371397 -0.312192 -2.218463 0.0 0.1 0.0
H -0.168164 -0.622925 0.541653 0.1 0.0 0.0
H 1.544037 0.707138 -1.322757 0.0 0.0 -0.2
H 0.511420 2.056792 -1.824506 0.0 0.0 -0.1
H 0.759639 1.880960 1.107122 0.0 0.1 0.1
H 1.109475 4.097237 0.693359 0.0 0.1 0.1
H 3.274526 1.986746 -0.538007 0.0 0.1 -0.1
H 3.118136 2.977389 0.898023 0.1 0.0 0.1
H 2.332111 0.269565 1.343491 0.0 -0.1 0.0
H 3.386475 1.196377 2.173891 -0.1 0.0 0.1
H -3.184828 2.004114 2.270854 0.0 0.1 0.1
H -1.442841 2.327487 2.215638 0.1 0.0 0.1
H -2.020491 0.684121 2.485414 0.2 0.0 0.1
H -3.858663 1.303539 -0.681298 -0.1 0.0 -0.5
```
Forces are in eV/Å.



(5)
This record from the OMol25 dataset describes a 2-piece molecular cluster, C8H22BOS overall in a non-equilibrium geometry. The level of theory is the ωB97M-V functional and the def2-TZVPD basis.

The calculation puts the LUMO energy at 2.031 eV. Its spin multiplicity is 1. The total charge is -1. As for the HOMO energy: -4.01 eV.

XYZ file:
```
33
Properties=species:S:1:pos:R:3:forces:R:3
B -5.091299 -0.634654 -1.751480 1.4 0.0 -0.6
C -3.816720 -0.734864 -2.836410 0.2 -0.7 0.1
C -2.545278 -1.322442 -1.983612 0.2 0.2 -0.8
C -1.133602 -0.503578 -2.209930 0.3 -0.8 0.9
C -0.348414 -0.539505 -0.734146 -0.9 0.0 -0.6
C -1.030465 0.612146 0.244516 0.2 -0.1 0.0
C 0.070254 1.347830 1.235365 -1.1 -0.6 -0.1
H -5.317400 -1.750034 -1.440207 -0.6 -1.1 0.3
H -4.694656 -0.095907 -0.757221 0.2 0.6 0.7
H -6.011559 -0.051394 -2.193245 -1.1 0.5 -0.5
H -4.134252 -1.545364 -3.627736 0.8 1.7 1.0
H -3.647792 0.314304 -3.326335 0.2 -2.0 0.6
H -2.813984 -1.308464 -0.827589 0.5 0.0 -2.5
H -2.350061 -2.451425 -2.313868 -0.3 2.3 0.9
H -0.491355 -1.075762 -3.033857 -1.2 1.4 1.7
H -1.297400 0.622325 -2.540823 0.3 -2.4 0.7
H 0.813113 -0.428892 -0.856821 -2.2 0.0 0.4
H -0.609987 -1.604930 -0.265695 0.9 2.3 -1.0
H -1.846361 0.060557 0.877315 1.5 1.2 -1.1
H -1.606141 1.430676 -0.394421 1.3 -1.8 1.2
H 0.728264 2.078168 0.598755 -1.0 -1.5 1.3
H -0.524519 1.973045 2.046542 1.3 -1.2 -1.6
H 0.692269 0.500140 1.772328 -1.1 2.1 -1.2
C 4.170944 1.188027 3.487182 0.0 0.0 0.1
S 4.123993 0.982636 1.690259 -0.7 -0.5 -0.2
O 2.934756 0.127715 1.365235 1.1 0.4 0.3
C 5.593299 -0.067168 1.581924 0.1 -0.1 0.0
H 3.310310 1.789569 3.790659 0.1 -0.1 -0.2
H 4.120809 0.212592 3.977139 0.0 0.0 -0.1
H 5.090306 1.704767 3.772460 0.0 0.0 -0.1
H 5.456398 -0.966117 2.187878 -0.1 0.1 0.0
H 6.467042 0.489964 1.928415 -0.1 0.0 0.0
H 5.739489 -0.353961 0.537423 -0.1 0.1 0.1
```
Forces are in eV/Å.



(6)
This record from the OMol25 dataset describes C8H22Br3CaN2O2 as an isolated structure in a non-equilibrium geometry. The level of theory is the ωB97M-V functional and the def2-TZVPD basis.

The calculation puts the LUMO energy at 1.654 eV. Its spin multiplicity is 1. The calculation puts the energy above the lowest of the compared OMol25 structures with the same formula, charge and spin at 543.8 kJ/mol. The total charge is -1. As for the HOMO energy: -5.14 eV.

XYZ file:
```
38
Properties=species:S:1:pos:R:3:forces:R:3
Ca 1.102387 -0.126745 -1.057601 0.2 0.1 -0.4
Br 2.735373 1.003587 2.337945 -0.6 -0.4 -1.0
Br 2.816874 2.183781 -3.802389 -0.4 -0.7 0.8
Br -1.749317 -1.354351 -3.487209 0.8 0.2 0.8
C 3.388622 -5.336190 -1.402934 -1.1 -1.5 0.2
C 2.336277 -4.241224 -1.178013 0.7 0.0 -0.5
C 1.558167 -4.368118 0.115406 0.5 0.7 0.4
O 0.714978 -3.180582 0.339080 0.6 -1.8 -1.0
C -0.547879 -3.629726 0.720570 -1.5 -0.6 0.6
N 2.966653 -2.946887 -1.244249 -0.3 1.6 0.4
H 3.914375 -5.286930 -2.356489 0.0 0.5 0.1
H 2.824169 -6.266181 -1.470839 0.0 -0.4 -0.1
H 4.102776 -5.552691 -0.608441 0.1 0.7 0.2
H 1.612706 -4.302118 -1.990928 -0.1 0.0 -0.1
H 2.173259 -4.472692 1.009184 0.6 0.5 0.0
H 1.087112 -5.351064 0.119857 -1.0 0.3 -0.3
H -0.481105 -4.460310 1.423257 0.2 0.4 0.9
H -1.167270 -4.131237 -0.023027 0.3 0.4 -1.1
H -1.153387 -2.810402 1.108092 0.3 0.0 0.2
H 3.559937 -2.842273 -2.054911 0.0 -0.1 -0.1
H 3.546258 -2.867916 -0.420899 0.3 0.4 0.1
C -2.464248 3.892974 -1.381590 0.7 -1.2 0.4
C -1.756480 3.603125 -0.039844 0.0 1.8 -0.4
C -2.459601 4.418256 1.069931 0.7 -0.6 -0.2
O -1.716093 4.281719 2.271680 0.1 0.2 -1.2
C -1.765855 5.413283 3.091267 1.0 -1.1 0.8
N -1.622813 2.216731 0.356943 -0.9 -0.1 -0.1
H -3.522432 3.631636 -1.374676 -0.1 0.1 0.1
H -1.978617 3.242934 -2.109402 -0.1 0.1 -0.3
H -2.317846 4.932436 -1.675166 -0.1 -0.1 0.1
H -0.726720 3.936941 -0.167373 0.0 0.6 0.2
H -3.460716 4.057431 1.305908 -0.4 -0.3 -0.5
H -2.584260 5.436767 0.702241 0.3 0.4 0.4
H -2.723223 5.411160 3.612367 -0.2 0.8 -0.1
H -1.434746 6.311138 2.569410 -0.6 0.3 0.0
H -0.988277 5.180734 3.818867 -0.1 0.4 0.4
H -1.224252 2.297310 1.281468 0.6 -0.3 0.4
H -2.594782 2.075695 0.592505 -0.5 -1.4 0.0
```
Forces are in eV/Å.



(7)
This record from the OMol25 dataset describes C8H22BrCuN2O2 as an isolated structure in a non-equilibrium geometry. The level of theory is the ωB97M-V functional and the def2-TZVPD basis.

The calculation puts the LUMO energy (spin up / spin down) at -4.779 / -8.314 eV. Its spin multiplicity is 2. The calculation puts the energy above the lowest of the compared OMol25 structures with the same formula, charge and spin at 80.2 kJ/mol. Its expectation value of S² is 0.76. The total charge is +1. As for the HOMO energy (spin up / spin down): -12.25 / -12.03 eV.

XYZ file:
```
36
Properties=species:S:1:pos:R:3:forces:R:3
Cu -1.733731 0.654988 0.468554 -0.3 -1.6 0.0
Br -0.036468 -1.377586 0.356296 0.0 1.0 0.0
C 3.937709 -0.937970 1.472745 -0.5 -0.7 0.5
C 3.647050 0.555024 1.348336 -1.3 0.6 -1.1
C 4.895558 1.370858 1.607390 2.0 -0.5 0.1
O 5.294367 1.254585 2.970370 -0.3 0.1 -0.1
C 5.248167 2.454293 3.689588 0.1 1.2 0.4
N 3.090119 0.809873 -0.031138 1.2 -1.8 0.5
H 3.021199 -1.526205 1.351733 -0.2 0.2 0.3
H 4.377488 -1.186693 2.440620 0.0 0.1 0.0
H 4.585391 -1.359189 0.697865 0.3 0.6 0.0
H 2.839153 0.927047 1.984146 0.3 -0.4 0.5
H 4.924744 2.401966 1.252643 -0.7 0.1 0.2
H 5.747151 0.890435 1.103877 -0.3 0.0 -0.5
H 4.232094 2.858881 3.743469 -0.1 -0.1 0.2
H 5.872566 3.277013 3.305899 0.0 -0.4 -0.7
H 5.678299 2.334185 4.683937 -0.4 -0.6 0.1
H 3.662924 0.162783 -0.585924 0.2 0.8 -0.6
H 2.187633 0.337777 -0.126575 -0.6 0.5 0.2
C -3.707041 -2.353998 -1.745391 -0.2 -0.2 -0.3
C -3.661669 -0.899439 -1.265539 1.0 -0.3 0.0
C -4.928342 -0.103962 -1.460887 -1.5 -0.6 -1.2
O -5.481136 -0.402689 -2.741560 0.1 0.5 0.4
C -4.838885 0.273749 -3.795560 0.3 0.3 -0.8
N -3.294466 -0.904415 0.199502 0.0 0.3 -0.4
H -4.611187 -2.833462 -1.364871 0.1 -0.1 0.0
H -2.825630 -2.926687 -1.435899 0.0 0.3 0.5
H -3.662357 -2.520886 -2.823450 -0.4 0.6 0.0
H -2.871137 -0.381812 -1.822148 0.1 -0.1 0.2
H -4.837502 0.981523 -1.397618 0.5 0.1 0.3
H -5.731248 -0.403461 -0.782519 0.2 -0.1 0.3
H -5.552556 0.610355 -4.549632 -0.3 -0.4 0.1
H -4.111720 -0.373539 -4.293572 0.1 0.0 0.0
H -4.338111 1.203438 -3.498256 0.1 -0.2 0.4
H -2.847581 -1.807286 0.339034 0.4 0.2 0.2
H -4.170852 -1.059484 0.704540 0.1 0.6 0.2
```
Forces are in eV/Å.



Number 1: total energy -1915.20864 a.u.. Number 2: total energy -2420.61641 a.u.. Number 3: total energy -661.61279 a.u.. Number 4: total energy -912.82506 a.u.. Number 5: total energy -816.13731 a.u.. Number 6: total energy -8977.74439 a.u.. Number 7: total energy -4792.12102 a.u..